# 1
Entry from the Open Molecules 2025 dataset: an isolated ion of composition C20H41FN3OS and charge +1 (ωB97M-V/def2-TZVPD).

Last column: natural (NBO) charge in e.
Element x y z (Å)
C: 5.189 -2.884 1.761  -0.6187
C: 5.197 -1.357 1.608  -0.4007
C: 5.083 -0.878 0.161  -0.4064
C: 3.729 -1.139 -0.487  -0.2219
N: 2.737 -0.082 -0.218  -0.6381
C: 1.373 -0.523 -0.386  -0.1061
C: 0.630 -0.995 0.835  0.4533
C: 1.281 -1.488 2.077  -0.4734
C: 1.913 -0.344 2.892  -0.4479
C: 0.920 0.656 3.497  0.0487
F: -0.385 0.187 3.377  -0.3829
N: -0.633 -0.904 0.599  -0.1068
N: -1.687 -1.279 1.435  -0.5959
C: -0.965 -0.239 -0.686  -0.0525
C: -1.547 -1.158 -1.749  -0.4136
C: -3.001 -1.593 -1.533  -0.3959
C: -3.999 -0.425 -1.468  -0.4133
C: -4.839 -0.409 -0.194  -0.4229
C: -6.034 0.529 -0.298  -0.0575
O: -5.651 1.804 -0.764  -0.5485
C: -5.349 2.730 0.259  -0.2497
C: 0.373 0.481 -0.977  -0.1553
C: 0.692 0.894 -2.414  -0.4260
C: 1.103 2.372 -2.544  -0.4021
C: 0.011 3.348 -2.117  -0.5291
S: 0.370 5.061 -2.587  -0.0017
H: 6.195 -3.296 1.749  0.2253
H: 4.752 -3.165 2.721  0.2103
H: 4.601 -3.387 0.993  0.1927
H: 4.396 -0.930 2.210  0.1853
H: 6.127 -0.977 2.031  0.2211
H: 5.338 0.180 0.099  0.2156
H: 5.836 -1.411 -0.424  0.2154
H: 3.346 -2.100 -0.145  0.1839
H: 3.873 -1.246 -1.568  0.1893
H: 2.905 0.676 -0.863  0.3771
H: 1.353 -1.383 -1.084  0.2064
H: 2.102 -2.132 1.750  0.2626
H: 0.624 -2.105 2.685  0.2354
H: 2.495 -0.788 3.698  0.2346
H: 2.617 0.197 2.265  0.2540
H: 1.106 0.799 4.558  0.1891
H: 0.958 1.623 3.001  0.1727
H: -1.304 -1.568 2.327  0.3878
H: -2.138 -2.088 1.017  0.3780
H: -1.716 0.516 -0.440  0.2371
H: -1.527 -0.600 -2.684  0.2307
H: -0.897 -2.024 -1.904  0.2141
H: -3.106 -2.260 -0.676  0.1793
H: -3.252 -2.211 -2.396  0.2312
H: -4.678 -0.472 -2.319  0.2225
H: -3.485 0.532 -1.564  0.2007
H: -4.241 -0.140 0.680  0.1995
H: -5.223 -1.418 -0.010  0.2042
H: -6.513 0.611 0.684  0.1749
H: -6.780 0.113 -0.974  0.1881
H: -6.235 3.299 0.541  0.1826
H: -4.590 3.412 -0.119  0.1874
H: -4.949 2.237 1.149  0.1620
H: 0.391 1.356 -0.322  0.2086
H: 1.534 0.292 -2.763  0.2165
H: -0.145 0.726 -3.087  0.2202
H: 1.988 2.547 -1.923  0.1900
H: 1.394 2.567 -3.574  0.2331
H: -0.935 3.089 -2.593  0.2226
H: -0.136 3.329 -1.040  0.2066
H: 1.406 5.239 -1.761  0.1164

Kohn-Sham gap	8.200	eV
DFT total energy	-41468.46301	eV
net charge	+1
highest occupied orbital energy	-11.356	eV
SMILES string	CCCCN[C@H]1C(CCCF)=[N+](N)[C@H](CCCCCOC)[C@@H]1CCCS
multiplicity	1



# 2
Entry from the Open Molecules 2025 dataset: C20H41GeIrN2O5S as an isolated structure (ωB97M-V/def2-TZVPD).

Last column: Löwdin spin population.
Element x y z (Å)
Ir: 0.941 0.797 -0.618  2.3475
C: -3.257 -2.119 2.048  0.0028
C: -2.864 -1.611 0.664  0.0008
C: -2.310 -2.750 -0.182  0.0003
C: -4.065 -0.968 -0.020  0.0002
O: -1.877 -0.583 0.777  0.0217
Ge: -0.492 -0.449 1.905  0.0497
O: 0.942 -0.935 0.578  0.2410
C: 1.982 -1.921 0.868  0.0151
C: 2.955 -1.925 -0.300  0.0128
C: 2.693 -1.582 2.171  0.0039
C: 1.275 -3.264 0.980  0.0072
O: -0.038 1.347 1.102  0.2463
C: -0.735 2.609 1.396  0.0139
C: -1.840 2.317 2.400  0.0058
C: 0.304 3.551 1.981  0.0064
C: -1.316 3.165 0.110  0.0157
H: -4.036 -2.878 1.977  0.0001
H: -3.631 -1.301 2.664  0.0001
H: -2.403 -2.571 2.556  0.0016
H: -3.083 -3.495 -0.370  0.0000
H: -1.483 -3.241 0.328  0.0000
H: -1.945 -2.368 -1.134  0.0004
H: -4.875 -1.689 -0.133  0.0000
H: -3.787 -0.602 -1.010  0.0000
H: -4.431 -0.126 0.567  0.0000
H: 3.337 -0.925 -0.501  0.0074
H: 2.479 -2.309 -1.203  0.0007
H: 3.806 -2.561 -0.064  0.0004
H: 3.320 -0.702 2.068  0.0006
H: 3.328 -2.418 2.463  0.0004
H: 1.982 -1.407 2.979  0.0008
H: 0.801 -3.531 0.036  0.0000
H: 0.513 -3.248 1.764  0.0008
H: 1.994 -4.041 1.237  0.0017
H: -1.434 1.921 3.332  0.0005
H: -2.557 1.606 1.992  0.0000
H: -2.367 3.241 2.634  0.0011
H: 0.783 3.107 2.853  0.0002
H: -0.173 4.480 2.287  0.0006
H: 1.071 3.786 1.244  0.0035
H: -2.105 2.521 -0.274  0.0010
H: -0.544 3.268 -0.659  0.0098
H: -1.724 4.157 0.297  0.0000
C: 3.810 2.154 -2.444  0.0274
O: 3.847 1.586 -1.130  0.2495
C: 2.794 1.749 -0.299  0.7726
C: 3.225 1.852 1.140  0.1178
H: 4.567 1.629 -3.021  -0.0006
H: 4.063 3.213 -2.373  0.0048
H: 2.833 2.023 -2.902  0.0062
H: 3.483 2.888 1.382  0.0245
H: 4.128 1.254 1.291  0.0174
H: 2.457 1.534 1.839  0.0017
O: 1.113 0.838 -3.624  0.0807
C: 0.435 0.762 -2.646  0.1172
C: -1.931 -2.138 -4.598  0.0016
N: -2.620 -0.880 -4.787  0.0169
C: -3.571 -0.673 -5.894  0.0111
C: -4.044 0.775 -5.670  0.0097
N: -3.250 1.168 -4.495  0.0177
C: -2.488 0.190 -4.042  0.2239
S: -1.214 0.489 -2.272  0.2736
H: -1.405 -2.414 -5.514  -0.0003
H: -2.641 -2.927 -4.343  -0.0003
H: -1.212 -2.024 -3.792  0.0003
H: -4.381 -1.400 -5.831  0.0006
H: -3.057 -0.804 -6.848  0.0009
H: -5.110 0.836 -5.453  0.0004
H: -3.819 1.419 -6.519  0.0008
H: -3.305 2.069 -4.053  0.0012

Kohn-Sham gap (spin up / spin down)	6.709 / 6.053	eV
energy relative to the best compared isomer or geometry (same formula, charge and spin)	129.2	kJ/mol
DFT total energy	-104801.76381	eV
net charge	+1
highest occupied orbital energy (spin up / spin down)	-8.853 / -11.182	eV
multiplicity	6



# 3
Entry from the Open Molecules 2025 dataset: an isolated ion of composition C20H41N2S2 and charge -1 (ωB97M-V/def2-TZVPD).

Last column: natural (NBO) charge in e.
Element x y z (Å)
C: 0.259 -1.558 2.426  -0.6126
C: 0.801 -2.982 2.297  -0.3893
C: 0.789 -3.477 0.868  -0.4000
C: -0.621 -3.418 0.307  -0.3958
C: -0.838 -2.179 -0.569  -0.3946
C: -0.331 -2.371 -1.989  -0.3973
C: -0.141 -1.099 -2.833  -0.3932
C: 1.236 -0.405 -2.868  -0.2176
N: 1.567 0.690 -1.938  -0.5138
C: 0.607 1.804 -1.958  -0.2155
C: -0.354 1.759 -0.755  -0.4103
C: -1.660 2.441 -1.129  -0.3985
C: -2.839 2.212 -0.141  -0.3760
C: -2.516 1.377 1.093  -0.4127
C: -3.701 1.368 2.070  -0.3927
C: -4.668 0.183 1.944  -0.3902
C: -4.891 -0.364 0.541  -0.6063
C: 2.857 1.128 -2.396  -0.1080
S: 3.016 2.068 -3.730  -0.1217
S: 4.323 0.594 -1.661  0.3482
C: 4.047 0.428 0.118  -0.5548
C: 5.251 1.012 0.830  -0.4070
C: 4.966 2.485 1.074  -0.2176
N: 3.755 2.586 1.837  -1.1468
H: 0.596 -0.987 1.579  0.2119
H: 0.618 -1.047 3.308  0.2208
H: -0.825 -1.535 2.401  0.1888
H: 0.183 -3.613 2.926  0.1845
H: 1.828 -2.983 2.649  0.2043
H: 1.455 -2.913 0.223  0.2040
H: 1.127 -4.510 0.856  0.1956
H: -1.328 -3.425 1.126  0.1947
H: -0.821 -4.280 -0.321  0.1918
H: -0.358 -1.351 -0.074  0.2080
H: -1.902 -1.967 -0.602  0.1910
H: -1.107 -2.935 -2.496  0.1909
H: 0.582 -2.955 -2.016  0.1947
H: -0.969 -0.426 -2.651  0.2003
H: -0.257 -1.438 -3.856  0.2027
H: 1.985 -1.167 -2.685  0.2021
H: 1.383 -0.079 -3.898  0.1859
H: 0.022 1.768 -2.872  0.1701
H: 1.110 2.751 -1.906  0.2207
H: 0.146 2.301 0.035  0.2225
H: -0.534 0.735 -0.491  0.2000
H: -1.525 3.506 -1.270  0.1991
H: -1.966 2.040 -2.088  0.1845
H: -3.201 3.175 0.196  0.1890
H: -3.655 1.764 -0.688  0.1883
H: -2.262 0.362 0.834  0.2013
H: -1.703 1.869 1.607  0.2175
H: -4.255 2.294 2.001  0.1898
H: -3.309 1.337 3.079  0.2044
H: -4.375 -0.644 2.579  0.1916
H: -5.641 0.498 2.303  0.1916
H: -5.577 -1.201 0.579  0.2020
H: -5.341 0.380 -0.105  0.1971
H: -3.974 -0.716 0.086  0.2015
H: 3.990 -0.631 0.318  0.1921
H: 3.147 0.914 0.464  0.2931
H: 5.483 0.461 1.732  0.1974
H: 6.103 0.937 0.153  0.1734
H: 5.835 2.909 1.612  0.1195
H: 4.914 2.958 0.077  0.1189
H: 3.465 3.560 1.856  0.2866

Kohn-Sham gap	4.235	eV
energy relative to the best compared isomer or geometry (same formula, charge and spin)	0.0	kJ/mol
DFT total energy	-46053.91282	eV
net charge	-1
highest occupied orbital energy	-1.645	eV
multiplicity	1



The highest multiplicity belongs to which entry?
C20H41GeIrN2O5S



What did the first record say?
Entry from the Open Molecules 2025 dataset: an isolated ion of composition C20H41FN3OS and charge +1 (ωB97M-V/def2-TZVPD).

Last column: natural (NBO) charge in e.
Element x y z (Å)
C: 5.189 -2.884 1.761  -0.6187
C: 5.197 -1.357 1.608  -0.4007
C: 5.083 -0.878 0.161  -0.4064
C: 3.729 -1.139 -0.487  -0.2219
N: 2.737 -0.082 -0.218  -0.6381
C: 1.373 -0.523 -0.386  -0.1061
C: 0.630 -0.995 0.835  0.4533
C: 1.281 -1.488 2.077  -0.4734
C: 1.913 -0.344 2.892  -0.4479
C: 0.920 0.656 3.497  0.0487
F: -0.385 0.187 3.377  -0.3829
N: -0.633 -0.904 0.599  -0.1068
N: -1.687 -1.279 1.435  -0.5959
C: -0.965 -0.239 -0.686  -0.0525
C: -1.547 -1.158 -1.749  -0.4136
C: -3.001 -1.593 -1.533  -0.3959
C: -3.999 -0.425 -1.468  -0.4133
C: -4.839 -0.409 -0.194  -0.4229
C: -6.034 0.529 -0.298  -0.0575
O: -5.651 1.804 -0.764  -0.5485
C: -5.349 2.730 0.259  -0.2497
C: 0.373 0.481 -0.977  -0.1553
C: 0.692 0.894 -2.414  -0.4260
C: 1.103 2.372 -2.544  -0.4021
C: 0.011 3.348 -2.117  -0.5291
S: 0.370 5.061 -2.587  -0.0017
H: 6.195 -3.296 1.749  0.2253
H: 4.752 -3.165 2.721  0.2103
H: 4.601 -3.387 0.993  0.1927
H: 4.396 -0.930 2.210  0.1853
H: 6.127 -0.977 2.031  0.2211
H: 5.338 0.180 0.099  0.2156
H: 5.836 -1.411 -0.424  0.2154
H: 3.346 -2.100 -0.145  0.1839
H: 3.873 -1.246 -1.568  0.1893
H: 2.905 0.676 -0.863  0.3771
H: 1.353 -1.383 -1.084  0.2064
H: 2.102 -2.132 1.750  0.2626
H: 0.624 -2.105 2.685  0.2354
H: 2.495 -0.788 3.698  0.2346
H: 2.617 0.197 2.265  0.2540
H: 1.106 0.799 4.558  0.1891
H: 0.958 1.623 3.001  0.1727
H: -1.304 -1.568 2.327  0.3878
H: -2.138 -2.088 1.017  0.3780
H: -1.716 0.516 -0.440  0.2371
H: -1.527 -0.600 -2.684  0.2307
H: -0.897 -2.024 -1.904  0.2141
H: -3.106 -2.260 -0.676  0.1793
H: -3.252 -2.211 -2.396  0.2312
H: -4.678 -0.472 -2.319  0.2225
H: -3.485 0.532 -1.564  0.2007
H: -4.241 -0.140 0.680  0.1995
H: -5.223 -1.418 -0.010  0.2042
H: -6.513 0.611 0.684  0.1749
H: -6.780 0.113 -0.974  0.1881
H: -6.235 3.299 0.541  0.1826
H: -4.590 3.412 -0.119  0.1874
H: -4.949 2.237 1.149  0.1620
H: 0.391 1.356 -0.322  0.2086
H: 1.534 0.292 -2.763  0.2165
H: -0.145 0.726 -3.087  0.2202
H: 1.988 2.547 -1.923  0.1900
H: 1.394 2.567 -3.574  0.2331
H: -0.935 3.089 -2.593  0.2226
H: -0.136 3.329 -1.040  0.2066
H: 1.406 5.239 -1.761  0.1164

Kohn-Sham gap	8.200	eV
DFT total energy	-41468.46301	eV
net charge	+1
highest occupied orbital energy	-11.356	eV
SMILES string	CCCCN[C@H]1C(CCCF)=[N+](N)[C@H](CCCCCOC)[C@@H]1CCCS
multiplicity	1



Which of these has the highest multiplicity?
C20H41GeIrN2O5S